{
  "formula": "C4H7BrOS",
  "method": "ωB97M-V/def2-TZVPD",
  "species": ["C", "H", "H", "H", "Br", "H", "H", "C", "H", "C", "S", "H", "C", "O"],
  "xyz": [[-2.54230, -0.09761, 0.74286], [-2.88380, -0.31880, 1.79087], [-1.77759, -1.97371, 0.10014], [-0.49709, 1.80547, 0.35385], [5.42580, 1.54445, -2.06598], [-2.29196, 0.95651, 0.65976], [-0.78503, -1.25959, 1.40292], [-1.39542, -0.98001, 0.46166], [-3.29378, -0.16304, -0.13623], [3.27168, -0.24717, -1.01730], [-0.13968, -0.09404, -0.68581], [2.52689, -0.88165, -0.56122], [4.20488, 0.50439, -1.30063], [0.17743, 1.20481, 0.25510]],
  "multiplicity": 1,
  "homo_lumo_gap_ev": 9.497,
  "de_lowest_kcal_mol": 67.05,
  "smiles": "C#CBr.CCSO",
  "lumo_ev": 0.658,
  "homo_energy_ev": -8.84
}

=====

{
  "formula": "C47H45CuN5PS3Sb",
  "method": "ωB97M-V/def2-TZVPD",
  "species": ["H", "C", "H", "H", "C", "N", "C", "C", "H", "C", "C", "C", "C", "C", "H", "H", "C", "H", "S", "C", "H", "H", "H", "C", "C", "C", "H", "H", "H", "C", "H", "C", "C", "C", "C", "H", "C", "H", "H", "H", "H", "C", "H", "S", "H", "C", "Sb", "H", "N", "N", "H", "H", "C", "C", "N", "H", "H", "C", "C", "Cu", "C", "C", "H", "H", "C", "H", "H", "C", "C", "C", "H", "C", "H", "C", "C", "H", "H", "P", "H", "H", "H", "C", "C", "C", "C", "C", "H", "C", "C", "C", "C", "N", "H", "H", "C", "H", "C", "H", "H", "H", "H", "C", "S"],
  "xyz": [[4.89340, -0.62629, -3.67815], [-0.69923, 2.38608, 1.03404], [5.37082, 0.05747, 3.28048], [-2.12229, 2.74308, 4.08946], [1.74291, -0.53873, 1.96724], [2.55578, -0.73475, -0.28413], [-4.12746, 0.77411, -0.85697], [4.14513, -0.33225, 1.52031], [3.30989, -0.84791, -2.17876], [5.84245, -0.54685, -3.16197], [-0.01739, 2.86048, 3.66539], [7.09168, -0.48625, -3.84528], [5.95666, -0.48520, -1.79859], [5.16743, -0.32778, 0.59951], [-0.99762, 2.51252, -4.41383], [2.01708, 2.87103, 2.97285], [4.90638, -0.51197, -0.77325], [-2.80855, -0.75529, -0.09116], [7.62854, -0.34690, -1.36707], [-0.35791, 6.29003, -1.44702], [0.73747, -6.57754, -2.85925], [-7.23064, 2.13585, -0.54814], [9.20174, -0.31098, -3.23381], [-0.00668, -6.18297, -0.37869], [-3.81251, -0.81648, 5.35199], [-3.46647, -0.58156, -0.94838], [1.67330, 3.17213, -0.43734], [1.47113, -4.98186, -3.10549], [0.25930, 3.03726, 4.69892], [1.73791, 2.37817, 0.31483], [-1.23875, 5.78774, -4.67715], [-5.40886, 3.26839, -0.59667], [0.65650, 2.52275, 1.35990], [-1.60852, -0.63734, 4.57772], [1.17433, -4.09391, -0.65453], [-5.89992, 4.22887, -0.49128], [-4.02672, 3.20046, -0.70411], [1.46172, -4.08827, 0.39876], [1.64878, 1.42100, -0.20655], [1.97220, -3.59983, -1.21022], [-0.43384, 7.56381, -3.17128], [-1.78137, 3.22000, -4.14480], [-4.21597, -1.37598, -0.96818], [-1.50015, -0.31109, 6.27627], [-3.44480, 4.11579, -0.68909], [-3.18767, -0.51241, 6.51853], [-1.26683, 2.06133, -0.97579], [-1.60979, -6.75187, -2.39040], [1.03747, -5.47957, -1.11935], [-1.35711, -5.66911, -0.63421], [2.72870, 2.42124, 0.76718], [0.07682, -3.04098, -3.23773], [-1.26157, 4.26096, -3.18182], [3.57082, -0.70853, -1.13215], [0.46086, -0.72783, 1.48251], [6.18440, -0.16994, 0.94319], [-0.37867, 4.78593, 0.07506], [2.81183, -0.54302, 1.06329], [3.32664, -0.10628, 3.80346], [0.54658, -0.92764, -0.53992], [4.35419, -0.11080, 2.93566], [-0.56308, 5.00205, -0.97274], [1.04772, -0.18676, 5.27535], [-3.23812, -1.12217, 3.23787], [1.96519, -0.33032, 3.36038], [-1.35542, -4.33154, 0.98456], [7.19223, -0.52124, -4.92333], [-1.04315, 5.56154, -3.63377], [-0.59229, 6.56415, -2.78450], [-5.51479, 0.86915, -0.75538], [-1.52612, -0.93269, 1.90724], [0.97269, 2.76778, 2.69291], [-6.10511, -0.04208, -0.77493], [8.14782, -0.37673, -3.00078], [-1.60845, -5.70800, -2.07634], [-2.15275, 3.68935, -5.05565], [-1.65156, -3.16996, -2.95206], [-0.37606, -3.06536, -0.85689], [-4.88072, -0.98626, 5.27511], [-2.59390, -5.28330, -2.27604], [-2.56305, -3.99686, -0.25147], [-3.39013, 1.96643, -0.83555], [-2.91641, -0.88632, 4.24642], [0.88622, -0.34976, 4.21390], [-1.35291, 2.70085, 3.32687], [-6.15099, 2.09672, -0.62751], [-2.73758, 2.32119, 1.73499], [-1.53241, -4.31794, -0.09120], [-0.54438, -0.76052, 2.34457], [0.71351, -5.53248, -2.54587], [-0.67750, -3.54713, -2.63182], [-0.61116, -4.99400, -2.87192], [0.20293, -6.10923, 0.68890], [0.01664, -7.23335, -0.66918], [-0.42414, -0.59099, 3.72112], [-3.61261, -0.40062, 7.50727], [-0.99814, 3.99008, -1.82849], [-0.01764, 7.06948, -0.77710], [-2.84379, -0.66247, -1.83953], [3.49710, 0.06543, 4.86333], [-2.59659, 2.63843, -3.70644], [-1.69819, 2.45762, 2.00305], [-0.22646, 0.44735, -2.20944]],
  "multiplicity": 2,
  "s2": 0.79,
  "homo_lumo_gap_ev": [4.867, 7.227],
  "de_lowest_kcal_mol": 0.00,
  "lumo_ev": [0.362, 0.035],
  "homo_energy_ev": [-4.50, -7.19]
}

=====

{
  "formula": "C2H3N3S",
  "method": "ωB97M-V/def2-TZVPD",
  "species": ["H", "N", "H", "H", "N", "S", "C", "N", "C"],
  "xyz": [[1.08876, 1.50174, -0.06177], [0.49020, 0.46211, -2.12923], [1.22304, 1.23944, -2.05607], [-0.67101, 0.36047, 2.22607], [0.37021, 0.93020, 0.21114], [0.64960, 0.05476, 1.61118], [-0.94608, -0.77745, -0.79655], [-1.87208, -1.39129, -0.24410], [0.12065, 0.11329, -0.99543]],
  "multiplicity": 1,
  "homo_lumo_gap_ev": 9.703,
  "de_lowest_kcal_mol": 52.29,
  "smiles": "[H]/N=C(/C#N)NS",
  "lumo_ev": -0.189,
  "homo_energy_ev": -9.89
}

=====

{
  "formula": "C9H13NO2",
  "method": "ωB97M-V/def2-TZVPD",
  "species": ["C", "O", "H", "C", "H", "C", "N", "H", "C", "H", "H", "C", "H", "H", "C", "H", "H", "H", "H", "C", "H", "C", "H", "O", "C"],
  "xyz": [[-1.02344, 1.10109, 0.54827], [1.86292, 1.34406, -1.42622], [-2.25707, -0.76956, 2.23086], [2.64487, -0.32179, 0.02429], [-0.93793, 1.43935, 1.63929], [-1.92099, 0.04083, 0.15248], [-0.74731, -0.38244, -0.67186], [3.29985, -1.93376, 1.25420], [-2.83741, -0.53408, 1.28923], [4.76099, 0.08142, -0.03500], [3.70159, 0.88366, -1.13563], [-2.85581, 0.38299, -1.01936], [-3.55545, 0.27633, 1.65157], [-1.05689, 2.07765, -0.02701], [3.95541, -0.05348, -0.71634], [4.43407, -0.94197, -1.26838], [-2.25826, 0.92298, -1.83831], [1.66118, -1.06119, 1.69797], [-3.80129, 0.92715, -0.67373], [2.55022, -1.10035, 1.06372], [-3.13747, -0.59380, -1.57933], [1.59327, 0.60157, -0.43784], [-3.32518, -1.39686, 0.77913], [-0.95248, -1.32679, -1.45861], [0.20261, 0.33700, -0.04339]],
  "multiplicity": 3,
  "s2": 2.05,
  "homo_lumo_gap_ev": [5.872, 5.704],
  "de_lowest_kcal_mol": 108.40,
  "lumo_ev": [-0.220, -3.174],
  "homo_energy_ev": [-6.09, -8.88]
}

=====

{
  "formula": "C25H34N3O6SiTi",
  "method": "ωB97M-V/def2-TZVPD",
  "species": ["C", "C", "C", "H", "Si", "H", "C", "N", "C", "H", "H", "H", "H", "H", "C", "H", "H", "C", "H", "O", "C", "C", "N", "H", "C", "C", "H", "C", "H", "Ti", "C", "H", "C", "H", "C", "H", "H", "H", "H", "C", "C", "C", "H", "O", "C", "H", "C", "H", "H", "H", "C", "O", "O", "H", "C", "H", "O", "H", "C", "O", "H", "H", "C", "H", "H", "N", "H", "C", "H", "H"],
  "xyz": [[-2.84217, 3.68510, -0.56575], [2.08940, 0.04880, -4.00063], [-1.27307, -2.23046, 1.61790], [-1.85488, 2.34102, 3.86814], [-1.06937, 0.58797, 1.51459], [-1.48662, 0.76172, 4.58308], [-4.16455, 3.70152, -0.14377], [2.24606, -0.87371, -0.99917], [-2.86824, -1.13936, 3.02263], [5.25908, -3.10843, -1.16064], [-3.15311, -4.50445, 3.28788], [2.22802, 0.19872, -5.07657], [5.56530, -2.75043, 0.54989], [-1.12226, -1.91687, -1.97839], [-0.12427, 1.34751, 2.98024], [1.17765, 3.04760, 3.31428], [1.20283, 2.45206, 1.64676], [0.55709, 2.63537, 2.50846], [-0.50558, -1.92986, -4.42291], [-1.35670, 0.25133, -2.18058], [0.49346, -1.85831, -3.98366], [0.94930, 0.34466, 3.41552], [4.43780, -1.32519, -0.52929], [1.56108, 0.77022, 4.22126], [-3.70722, 1.83376, 1.29909], [-0.29781, 0.41060, -4.27755], [0.50623, -0.58315, 3.78718], [-3.34527, -2.37155, 3.44879], [-5.63203, 2.76274, 1.10900], [0.62619, -0.01185, -1.41403], [4.60627, -0.14618, 0.29834], [0.16534, -3.71843, -2.94394], [-1.96058, 2.74674, -0.05032], [3.88198, 0.60760, -0.00324], [3.23994, -1.64659, -1.08634], [0.03025, 1.44939, -4.23472], [2.82538, -0.66900, -3.63324], [-4.07702, 1.10004, 2.00539], [-0.17316, 3.39893, 2.22911], [0.55100, -2.71675, -2.73320], [-4.59701, 2.77026, 0.78812], [5.48374, -2.31248, -0.45450], [1.61099, 0.09168, 2.58348], [-0.21634, -2.10591, -1.68500], [-2.78365, -3.54144, 2.95628], [1.19853, -2.23126, -4.73385], [-1.82895, -1.03966, 2.09271], [-2.49914, 4.39403, -1.30942], [4.45170, -0.36863, 1.36200], [-4.85806, 4.42711, -0.55147], [-2.37113, 1.80502, 0.89920], [3.15893, 2.16218, -3.65986], [1.53190, 1.54892, -2.24351], [-0.47628, 2.15749, 4.95945], [-1.74350, -3.46717, 2.04141], [6.45367, -1.86974, -0.70388], [-2.66832, 0.25102, -4.00668], [-0.93847, 2.73120, -0.41312], [-1.04434, 1.66633, 4.15932], [-0.00360, 0.32250, 0.33896], [1.56438, -2.79012, -2.34064], [-0.45711, -2.19045, 0.90691], [-1.58325, 0.30183, -3.44621], [5.61569, 0.25475, 0.17596], [-1.29235, -4.37344, 1.65497], [0.74613, -0.43828, -3.67407], [-3.31861, -0.24302, 3.43378], [2.31712, 1.38056, -3.26536], [-4.15553, -2.41854, 4.16686], [-0.48286, 0.14241, -5.32142]],
  "multiplicity": 1,
  "charge": -1,
  "homo_lumo_gap_ev": [6.504, 6.387],
  "de_lowest_kcal_mol": 3.51,
  "lumo_ev": [2.641, 2.578],
  "homo_energy_ev": [-3.86, -3.81]
}

=====

| no. | electronic energy (Ha) |
| --- | --- |
| 1 | -3203.90704 |
| 2 | -5508.44631 |
| 3 | -640.37639 |
| 4 | -555.63178 |
| 5 | -2727.99700 |